The following is a quantum chemistry calculation of a structure of composition C35H55HgN4OP2S in a non-equilibrium geometry, from the OMol25 dataset.

Structure (ORCA input):
```
! wB97M-V def2-TZVPD RIJCOSX def2/J DEFGRID3
* xyz 1 1
C 1.98 -1.85 -1.70
C 1.54 0.19 -2.67
C 2.82 -2.25 -2.76
C 2.35 -0.11 -3.78
C 3.01 -1.35 -3.81
H 3.26 -3.25 -2.75
H 2.46 0.61 -4.59
H 3.64 -1.61 -4.66
N 1.51 -0.61 -1.60
P -0.17 -2.51 0.06
P 0.62 2.24 -0.86
C 1.55 -2.80 -0.59
H 1.64 -3.84 -0.94
H 2.25 -2.70 0.25
C 0.63 1.40 -2.59
H 0.90 2.12 -3.37
C -0.67 3.66 -0.99
C 2.37 2.94 -0.57
C -1.38 -3.20 -1.22
C -0.30 -3.39 1.72
C -1.99 3.22 -0.32
H -1.89 3.17 0.77
H -2.79 3.93 -0.57
H -2.31 2.23 -0.68
C -0.19 4.92 -0.25
H -0.06 4.73 0.82
H 0.74 5.33 -0.67
H -0.97 5.69 -0.36
C -1.01 4.02 -2.46
H -1.47 5.02 -2.47
H -0.13 4.05 -3.12
H -1.75 3.32 -2.87
C 2.37 3.53 0.87
H 1.56 3.12 1.50
H 3.32 3.28 1.38
H 2.29 4.63 0.87
C 3.38 1.79 -0.64
H 3.01 0.90 -0.12
H 3.62 1.51 -1.67
H 4.32 2.09 -0.15
C 2.71 4.00 -1.64
H 1.94 4.14 -2.41
H 2.92 4.98 -1.19
H 3.64 3.71 -2.17
C -1.71 -3.13 2.32
H -1.65 -3.16 3.42
H -2.10 -2.14 2.04
H -2.43 -3.91 2.02
C 0.74 -2.76 2.69
H 1.76 -2.77 2.29
H 0.46 -1.73 2.96
H 0.74 -3.36 3.61
C 0.00 -4.90 1.57
H 0.59 -5.24 2.43
H -0.93 -5.49 1.57
H 0.58 -5.14 0.67
C -1.18 -2.51 -2.59
H -1.09 -3.26 -3.39
H -2.03 -1.87 -2.84
H -0.29 -1.88 -2.64
C -2.82 -2.94 -0.73
H -2.95 -1.90 -0.39
H -3.52 -3.12 -1.56
H -3.11 -3.61 0.09
C -1.16 -4.71 -1.42
H -0.14 -4.94 -1.76
H -1.40 -5.31 -0.53
H -1.85 -5.05 -2.22
Hg -0.57 -0.07 0.22
C 1.91 -0.07 1.49
O 2.62 0.11 2.38
N -1.55 0.48 -1.77
C -0.84 0.91 -2.72
C -1.55 1.00 -4.07
C -2.95 0.96 -4.02
C -0.90 1.14 -5.30
C -3.71 1.10 -5.19
H -3.44 0.82 -3.05
C -1.65 1.26 -6.48
H 0.20 1.15 -5.33
C -3.05 1.24 -6.42
H -4.80 1.09 -5.12
H -1.14 1.36 -7.43
H -3.63 1.33 -7.34
S -1.86 0.97 2.19
C -1.17 0.52 3.69
N -1.99 0.02 4.63
C -1.53 -0.64 5.85
C -0.26 0.04 6.31
C 0.75 0.05 5.20
N 0.14 0.66 4.01
H -2.93 -0.19 4.30
H -1.38 -1.71 5.64
H -2.33 -0.57 6.59
H 0.14 -0.47 7.18
H -0.49 1.06 6.61
H 1.08 -0.97 4.94
H 1.66 0.60 5.46
H 0.73 1.14 3.34
*
```

**E_tot**: -2895.03487 hartree
**ΔE to the lowest compared entry with this formula, charge and spin**: 0.0 kcal per mole
**LUMO level**: -2.20 eV
**Molar mass**: 842.46 g/mol
**Orbital gap**: 7.00 eV